{
  "formula": "C44H44F4N5O8S2TeZr",
  "method": "wB97M-V/def2-TZVPD",
  "charge": -1,
  "total_energy_ha": -4089.9088,
  "e_above_lowest_ev": 1.855,
  "lumo_energy_ev": 2.3,
  "species": ["Zr", "C", "N", "C", "C", "C", "N", "C", "C", "F", "C", "F", "C", "C", "F", "C", "F", "H", "H", "H", "H", "H", "H", "H", "H", "H", "H", "H", "C", "N", "C", "C", "C", "C", "C", "N", "C", "C", "C", "C", "C", "C", "H", "H", "H", "H", "H", "H", "H", "H", "H", "H", "H", "O", "S", "O", "O", "O", "Te", "C", "C", "C", "C", "C", "C", "C", "C", "C", "C", "C", "C", "H", "H", "H", "H", "H", "H", "H", "H", "H", "H", "C", "C", "C", "C", "C", "C", "C", "S", "O", "O", "N", "C", "C", "C", "O", "O", "H", "H", "H", "H", "H", "H", "H", "H", "H", "H", "H", "H"],
  "coordinates": [[-0.005819, 0.159009, 0.149075], [0.877481, -3.558791, 0.370575], [1.208981, -2.301591, -0.305625], [2.648481, -2.080991, -0.114125], [0.954881, -2.419891, -1.747925], [-0.524419, -2.269091, -2.107525], [-1.143819, -1.101691, -1.488525], [-2.470019, -1.065591, -1.552225], [-3.154119, -0.037091, -0.850525], [-2.348119, 0.889909, -0.197325], [-4.514419, 0.076109, -0.732125], [-5.035619, 1.066509, 0.012975], [-5.360419, -0.821091, -1.363325], [-4.749519, -1.808691, -2.119225], [-5.539019, -2.678091, -2.786525], [-3.382019, -1.946691, -2.222325], [-2.942819, -2.969291, -3.012825], [1.619181, -4.337591, 0.130575], [-0.098419, -3.916591, 0.054475], [0.867481, -3.395091, 1.448775], [3.236281, -2.765391, -0.747425], [2.914381, -2.281591, 0.920275], [2.911781, -1.047391, -0.349925], [1.316581, -3.397591, -2.121925], [1.513581, -1.630091, -2.253425], [-1.050019, -3.185491, -1.796425], [-0.593919, -2.200691, -3.205325], [-6.428919, -0.746291, -1.299425], [-0.807519, 3.058509, 2.084175], [-0.956119, 1.639209, 1.826475], [-1.347819, 0.886509, 2.791375], [-1.621119, -0.485991, 2.579575], [-2.281819, -1.393991, 3.418275], [-2.459519, -2.551991, 2.674575], [-1.894619, -2.300191, 1.426975], [-1.371319, -1.067291, 1.353075], [-2.119519, 3.754109, 1.807975], [-2.641319, 3.771609, 0.518475], [-3.876319, 4.344209, 0.268075], [-4.594319, 4.923809, 1.302575], [-4.067819, 4.940609, 2.582475], [-2.841119, 4.348409, 2.834775], [-0.034619, 3.426109, 1.403875], [-0.495319, 3.245809, 3.123475], [-1.542319, 1.290609, 3.796775], [-2.590419, -1.210991, 4.431175], [-2.937819, -3.460291, 2.989975], [-1.892619, -2.955191, 0.572775], [-2.072719, 3.326509, -0.297225], [-4.278219, 4.335609, -0.735725], [-5.561319, 5.367509, 1.109775], [-4.615819, 5.412109, 3.387875], [-2.443119, 4.356609, 3.840475], [2.267581, 2.343209, -2.084825], [1.961381, 1.548709, -0.924625], [3.102481, 1.216009, -0.106825], [1.297281, 0.254509, -1.358325], [0.863281, 2.161009, -0.109525], [-0.498219, 1.933809, -2.433025], [0.285481, 3.919109, -2.837725], [0.371681, 4.907309, -1.867025], [0.966781, 6.125809, -2.158025], [1.483481, 6.369509, -3.417925], [1.399781, 5.388009, -4.391425], [0.806381, 4.173609, -4.103625], [-2.200719, 2.666609, -3.637425], [-2.813519, 3.877509, -3.320025], [-3.877719, 4.373909, -4.048225], [-4.364419, 3.663709, -5.132225], [-3.777019, 2.456309, -5.465825], [-2.717519, 1.966509, -4.720925], [-0.006819, 4.715809, -0.870725], [1.034281, 6.891109, -1.396025], [1.964781, 7.313109, -3.637125], [1.814481, 5.566109, -5.373525], [0.749281, 3.396509, -4.854725], [-2.427219, 4.442809, -2.482825], [-4.330619, 5.318209, -3.777125], [-5.194819, 4.045509, -5.709625], [-4.140419, 1.901409, -6.320225], [-2.263919, 1.024609, -4.995125], [2.493581, -7.656891, 2.310075], [3.378581, -6.447791, 2.328475], [3.977181, -6.003091, 1.153575], [4.783181, -4.880391, 1.152675], [5.002981, -4.203091, 2.335975], [4.434881, -4.636991, 3.515975], [3.623081, -5.758391, 3.508975], [6.023581, -2.739591, 2.308075], [6.853081, -2.786291, 1.136575], [6.679081, -2.608291, 3.584575], [4.901081, -1.544991, 2.088475], [4.306981, -0.969791, 3.277775], [3.245581, 0.061609, 2.921075], [1.934581, -0.566091, 2.414075], [1.582281, -1.694091, 2.737075], [1.272281, 0.208309, 1.652575], [1.557381, -7.427191, 1.801675], [2.262081, -7.984691, 3.319975], [2.972581, -8.476691, 1.776375], [3.811181, -6.551691, 0.238175], [5.259381, -4.526191, 0.253275], [4.642881, -4.111791, 4.433475], [3.180581, -6.105291, 4.430875], [5.166181, -0.865791, 1.392575], [5.081781, -0.513391, 3.911175], [3.838081, -1.790191, 3.829975], [3.583581, 0.719709, 2.115075], [3.013781, 0.667609, 3.801175]],
  "atomic_forces_ev_per_a": [[-3.82, -1.20, 0.82], [-0.21, -0.07, 0.23], [0.11, 0.29, -0.15], [0.27, 0.10, 0.05], [-0.30, 0.21, -0.44], [0.35, -0.26, 0.00], [1.04, -0.01, 0.34], [-1.43, 0.15, 0.06], [0.40, 0.15, 0.09], [-0.77, -0.76, -0.37], [-0.08, 0.01, -0.02], [0.12, -0.05, -0.08], [0.35, -0.07, -0.17], [-0.26, 0.25, 0.21], [0.20, 0.03, 0.06], [0.40, 0.02, 0.00], [-0.13, 0.24, 0.10], [-0.02, 0.12, -0.07], [-0.04, 0.00, 0.00], [-0.01, -0.03, -0.11], [-0.09, 0.04, 0.01], [-0.07, -0.04, -0.16], [0.09, -0.27, -0.04], [-0.06, 0.21, 0.10], [0.01, -0.31, 0.08], [0.08, 0.18, -0.12], [0.05, -0.19, 0.22], [-0.19, 0.05, 0.04], [0.09, 0.30, -0.18], [0.26, -0.64, 0.27], [-0.37, 0.29, 0.13], [-0.27, -0.56, 0.60], [0.37, 0.64, -0.11], [0.08, -0.11, -0.31], [-0.16, -0.34, -0.13], [-0.32, -0.01, 0.80], [0.08, 0.13, 0.09], [0.12, 0.02, -0.17], [0.05, -0.02, -0.04], [-0.10, 0.09, 0.02], [-0.13, 0.05, 0.03], [0.05, -0.02, -0.04], [-0.06, 0.06, 0.26], [-0.04, -0.05, -0.20], [0.03, 0.00, -0.26], [-0.07, 0.07, 0.16], [-0.09, -0.14, -0.02], [0.09, -0.03, -0.09], [-0.11, 0.04, 0.16], [-0.02, -0.02, -0.06], [-0.05, 0.03, -0.02], [-0.03, -0.01, 0.03], [0.08, -0.04, 0.08], [0.04, -0.31, 0.25], [4.49, 1.81, -0.30], [0.19, 0.17, -0.11], [1.06, -0.83, -0.69], [0.21, 0.07, 0.56], [-2.51, 2.31, -3.97], [0.00, -0.23, 0.28], [-0.18, -0.27, 0.10], [-0.01, 0.15, 0.03], [0.06, 0.08, 0.04], [0.00, 0.01, -0.08], [-0.28, -0.37, 0.10], [-0.12, -0.31, 0.48], [0.34, -0.02, 0.41], [-0.07, 0.09, -0.05], [-0.07, -0.05, -0.08], [-0.14, 0.07, -0.14], [0.45, -0.36, 0.12], [0.00, 0.02, 0.04], [-0.01, 0.00, 0.08], [0.00, 0.05, -0.01], [0.01, -0.01, -0.10], [0.06, 0.01, -0.07], [-0.04, 0.15, 0.06], [0.01, 0.07, 0.06], [-0.05, 0.03, -0.04], [-0.01, -0.09, -0.02], [0.01, -0.14, -0.08], [-0.02, 0.02, -0.02], [0.07, -0.03, 0.06], [0.03, 0.07, 0.10], [-0.01, -0.06, -0.21], [0.30, 0.48, 0.11], [0.02, 0.02, 0.19], [0.00, 0.02, -0.12], [0.19, 0.07, -0.01], [-0.35, 0.07, -0.22], [-0.54, -0.06, -0.02], [0.50, -0.44, -0.08], [-0.23, 0.20, 0.80], [-0.17, -0.43, -0.46], [1.03, -1.33, 1.48], [0.28, 0.55, 0.13], [0.06, 0.17, -0.05], [-0.08, -0.04, -0.02], [-0.05, -0.06, 0.05], [-0.02, -0.07, -0.02], [-0.02, -0.02, -0.15], [0.04, 0.01, -0.17], [0.03, 0.08, 0.15], [-0.06, -0.02, 0.10], [0.27, 0.00, -0.32], [-0.20, -0.11, -0.06], [-0.01, 0.17, 0.08], [0.04, 0.12, 0.20], [-0.01, 0.01, -0.09]],
  "lowdin_charge": [1.78, -0.08, -0.25, -0.09, -0.21, -0.21, -0.11, -0.23, -0.14, -0.09, -0.22, 0.09, 0.05, -0.22, 0.07, -0.12, 0.04, 0.09, 0.07, 0.08, 0.10, 0.06, 0.07, 0.13, 0.11, 0.10, 0.13, 0.12, -0.16, -0.06, -0.09, -0.32, -0.04, -0.08, -0.16, -0.09, -0.20, -0.04, -0.07, -0.10, -0.10, -0.05, 0.10, 0.12, 0.15, 0.10, 0.08, 0.10, 0.06, 0.10, 0.10, 0.10, 0.10, -0.32, 0.21, -0.29, -0.63, -0.54, 1.61, -0.45, -0.12, -0.09, -0.10, -0.09, -0.13, -0.43, -0.15, -0.10, -0.11, -0.10, -0.14, 0.09, 0.10, 0.09, 0.10, 0.10, 0.08, 0.10, 0.09, 0.10, 0.09, -0.05, -0.27, -0.04, -0.06, -0.27, -0.05, -0.03, 0.65, -0.30, -0.30, -0.13, -0.23, -0.06, -0.59, 0.06, -0.20, 0.08, 0.07, 0.08, 0.12, 0.11, 0.11, 0.11, 0.12, 0.12, 0.11, 0.10, 0.13]
}